{"formula": "H26O13", "method": "the ωB97M-V functional and the def2-TZVPD basis", "e_above_lowest_kj_mol": 795.2, "homo_energy_ev": -7.869, "species": ["O", "H", "H", "H", "H", "O", "O", "H", "H", "H", "H", "O", "O", "H", "H", "H", "H", "O", "H", "O", "H", "O", "O", "H", "H", "H", "H", "H", "H", "H", "H", "O", "H", "O", "H", "O", "O", "H", "H"], "positions_angstrom": [[3.10696, -0.42420, 0.92679], [1.51902, -1.48704, 2.83949], [-1.20027, -0.74423, -0.28679], [-0.07829, -2.95491, -3.13564], [1.68397, 2.95861, -0.81060], [1.83510, -0.33570, -2.44227], [2.06074, 3.78782, -1.12593], [3.16020, 0.87491, 4.50167], [-3.19583, -1.46188, 3.50965], [-2.30850, 1.65927, 2.01525], [-4.45255, -0.63867, 3.73989], [-4.07729, -1.51258, 3.89624], [0.14998, -0.93598, -1.41700], [2.56954, 4.11463, -0.37539], [2.95882, -1.23783, 1.42181], [-0.13614, 3.12743, 1.36245], [-1.95456, -2.69659, -3.42212], [0.36588, 3.77993, 0.86126], [2.74781, -0.26068, -2.74281], [-2.49337, -3.49306, -3.35650], [-0.59985, -1.15010, -1.98347], [0.72675, -3.48358, -3.17318], [-0.43841, -0.25518, 0.04397], [-0.83431, 1.87517, 2.31558], [0.64063, -1.76325, -1.35474], [1.41063, -2.89363, -2.83665], [3.85726, -0.62930, 0.35761], [-3.65802, 1.12599, -3.01033], [2.75575, 0.97813, 3.04023], [-0.60475, -0.17359, 0.98983], [-0.30736, 4.27708, 0.38315], [-2.71926, 1.02515, -2.81655], [0.31955, -1.15692, 3.71262], [-1.50991, 2.05963, 1.65337], [-3.29009, -3.27893, -3.85488], [2.47179, 1.22789, 3.92678], [0.55775, -1.42047, 2.81663], [-2.68223, 0.97691, -1.85463], [1.38593, 0.40198, -2.87013]], "nbo_charge": [-0.9305, 0.4610, 0.4538, 0.4508, 0.4830, -0.9386, -0.9519, 0.4664, 0.4662, 0.4786, 0.4642, -0.9302, -0.8498, 0.4689, 0.4558, 0.4711, 0.4515, -0.9559, 0.4483, -0.9247, 0.4244, -0.9232, -0.9023, 0.4734, 0.4616, 0.4704, 0.4760, 0.4684, 0.4844, 0.4194, 0.4736, -0.9415, 0.4736, -0.9410, 0.4732, -0.9509, -0.9336, 0.4733, 0.4829]}

{"formula": "C4H4N2O", "method": "the ωB97M-V functional and the def2-TZVPD basis", "e_above_lowest_kj_mol": 184.7, "smiles": "N#C/C=C\\NC=O", "homo_energy_ev": -9.671, "species": ["C", "C", "H", "N", "H", "H", "O", "C", "C", "N", "H"], "positions_angstrom": [[-0.18795, -0.76662, 1.19654], [-0.46508, 0.82314, -1.03357], [-0.32777, 0.82955, -2.12336], [-0.90535, -1.63247, -1.08693], [1.49540, 0.48823, 1.66688], [-0.34604, -1.27103, 2.13732], [-1.55704, 0.86545, -0.51237], [0.73305, 0.17815, 0.95587], [-0.82396, -1.25142, 0.00583], [0.72984, 0.78518, -0.30799], [1.59063, 0.77443, -0.83608]], "nbo_charge": [-0.3493, 0.5400, 0.1445, -0.3306, 0.2169, 0.2532, -0.5700, 0.0562, 0.2824, -0.6502, 0.4068]}

{"formula": "C24H30BLiO18", "method": "the ωB97M-V functional and the def2-TZVPD basis", "e_above_lowest_kj_mol": 815.4, "homo_energy_ev": -8.369, "species": ["C", "H", "C", "O", "C", "H", "C", "C", "H", "O", "H", "H", "O", "H", "H", "H", "C", "O", "O", "H", "H", "H", "C", "H", "H", "H", "H", "C", "H", "O", "H", "O", "C", "H", "O", "C", "O", "O", "H", "H", "H", "C", "O", "C", "O", "H", "C", "Li", "H", "H", "H", "O", "H", "O", "O", "C", "C", "C", "O", "O", "C", "H", "B", "H", "H", "C", "O", "C", "H", "C", "C", "C", "C", "C"], "positions_angstrom": [[-5.12031, 2.39386, -7.45431], [-7.84514, 1.64193, 6.61207], [7.68436, 0.36994, 5.82783], [-2.14337, -6.21695, -4.29613], [-3.08752, -7.61176, -2.62660], [6.71501, -1.36249, -4.50795], [-3.11288, -8.40534, -3.97931], [2.88480, 5.17800, 1.77791], [-2.45441, -8.08385, -1.87533], [-5.48313, 2.39742, -5.15072], [1.81840, 7.75672, 3.38102], [2.79904, 6.71705, 4.46887], [-6.57302, 1.62567, 5.08106], [-6.31750, 0.35086, 7.75845], [-6.79929, 3.03406, 6.42387], [6.69831, -0.12360, -5.61641], [6.00328, -0.71599, -5.02135], [-2.43339, -5.32916, -2.20917], [-5.09926, 0.67126, 3.71621], [-4.74590, 3.39668, -7.65992], [3.07959, 7.22414, 1.47468], [-3.18473, 1.51706, -7.10473], [-4.34824, 1.84568, -5.25331], [-4.50954, 0.47205, -6.73689], [-6.78838, 3.40227, -6.56142], [-4.12563, -8.52832, -4.36313], [-3.47005, -7.17265, -5.59929], [-4.18045, 1.50842, -6.66134], [-4.63704, -0.42176, 6.27273], [1.34652, 5.71887, 3.34771], [4.94696, 1.09343, -4.54719], [3.15730, -0.68986, -3.02613], [-6.83235, 1.94714, 6.34905], [-2.53036, -9.31992, -3.86843], [4.75293, -0.85155, 4.76401], [4.55637, -2.83815, 5.78971], [5.73703, -2.35886, 6.17585], [-3.54773, 1.74967, -4.33940], [4.26668, 6.40432, 2.45398], [5.45031, 0.19727, -3.00247], [-5.43064, 2.09202, -8.45465], [-6.25296, 2.45929, -6.45095], [4.07471, -3.87419, 6.07257], [1.63939, 4.81944, 2.47482], [7.12267, -0.61475, 5.17281], [-4.09826, -7.56819, -2.22089], [-5.45896, 0.86906, 4.86979], [-1.35158, -0.51103, 0.12611], [4.79951, -0.88467, -6.81842], [-5.30391, 1.88187, 7.89735], [-1.78466, -7.83063, -5.51130], [3.73873, -1.51618, -5.08830], [2.57867, 5.14422, 0.73233], [6.73708, 1.83391, 7.65197], [8.71875, 1.03584, 5.59256], [3.19506, 6.49464, 2.27630], [5.17914, 0.14793, -4.05704], [3.91216, -1.81360, 4.83015], [0.93934, 3.85069, 2.18902], [5.64096, 0.00931, 6.80842], [-5.82988, 1.18163, 7.24840], [3.62085, 4.38072, 1.88127], [5.83751, -0.97203, 5.71376], [-3.81363, 1.09900, 6.25297], [-6.92869, 1.60521, -6.49635], [-2.60957, -7.37676, -4.96209], [2.77691, -2.00753, 4.23308], [-2.52917, -6.26772, -2.97824], [5.33806, -2.44278, -5.99004], [4.92937, -1.43746, -5.88801], [6.67758, 0.85818, 6.90785], [-4.80886, 0.65450, 6.25688], [2.31337, 6.79242, 3.49596], [3.90365, -0.67595, -3.98214]], "mulliken_charge": [-0.5187, 0.2528, 0.5412, -0.3274, -0.3194, 0.2879, -0.4601, -0.2858, 0.2557, -0.3388, 0.2476, 0.2656, -0.3331, 0.2953, 0.2684, 0.3506, -0.6373, -0.5961, -0.6163, 0.2734, 0.2766, 0.3218, 0.5972, 0.2331, 0.2989, 0.2456, 0.2725, -0.4269, 0.2439, -0.3584, 0.2392, -0.5767, -0.3945, 0.3053, -0.4616, 0.5285, -0.4684, -0.6597, 0.2630, 0.2878, 0.3395, -0.3885, -0.5561, 0.5180, -0.4279, 0.2423, 0.5247, 1.0028, 0.3013, 0.2517, 0.2822, -0.3380, 0.1894, -0.6212, -0.6133, -0.4279, -0.3385, 0.6203, -0.6713, -0.4882, -0.3907, 0.3004, 1.0033, 0.2810, 0.2683, -0.3775, -0.7103, 0.4764, 0.2752, -0.3563, 0.6534, -0.3841, -0.3177, 0.5045]}

{"formula": "C30H56BN4O20S", "method": "the ωB97M-V functional and the def2-TZVPD basis", "total_charge": 1, "homo_energy_ev": -11.805, "species": ["H", "H", "O", "N", "O", "C", "C", "H", "H", "O", "H", "O", "H", "H", "B", "H", "H", "H", "H", "C", "C", "H", "C", "H", "H", "H", "C", "C", "O", "H", "H", "H", "H", "H", "S", "H", "O", "H", "H", "C", "N", "H", "C", "C", "O", "H", "H", "C", "O", "C", "H", "O", "O", "H", "C", "C", "H", "H", "C", "H", "H", "H", "H", "H", "H", "C", "H", "O", "C", "C", "O", "H", "C", "O", "H", "N", "H", "C", "O", "C", "H", "C", "C", "C", "H", "H", "H", "N", "H", "C", "H", "H", "C", "O", "C", "H", "O", "C", "O", "C", "O", "O", "H", "H", "H", "H", "H", "H", "H", "C", "H", "O"], "positions_angstrom": [[10.41209, 3.54411, 1.25956], [-2.58610, 1.95076, -3.60897], [2.03615, -1.68728, -0.52745], [-1.98513, 1.50646, -4.29445], [-11.80559, -8.45319, 5.74122], [-6.99693, -6.68078, 2.10596], [4.33810, -0.83145, -3.10078], [-11.87306, -11.28249, 4.19465], [-2.35753, -0.84034, -3.35546], [-4.71252, -2.97845, -1.28438], [11.35074, 2.26764, 0.47301], [4.16696, 11.36276, -1.52047], [-4.93156, -6.03617, 0.15093], [5.12523, 6.54442, 1.19440], [2.61272, 0.76040, -3.91208], [-5.21705, -4.48323, 0.93311], [7.63470, 12.69735, 0.79920], [4.97120, 4.13607, 0.52402], [4.44286, 13.33790, -0.99892], [-4.68746, -4.97604, 0.12013], [4.97960, 6.80008, 0.14408], [6.88910, 11.51897, -1.24914], [9.72768, 1.92938, 4.47852], [-9.43961, -3.57854, 2.71090], [5.26704, 12.82586, -2.49397], [-3.61707, -4.85856, 0.29550], [10.89426, 1.88347, 2.52604], [6.85822, 13.13339, 0.17323], [-11.44872, -9.30653, 3.72659], [-1.84037, -0.20642, -1.93809], [-6.14752, -4.44779, -1.37023], [11.71774, 1.18896, 2.71342], [-4.79566, -5.77197, -2.89416], [2.42256, 2.35224, -5.02163], [1.41219, -0.68702, -4.28735], [12.13334, 3.38058, 1.60372], [-7.56104, -5.49460, 2.41135], [-13.21073, -9.95059, 5.72341], [4.82319, 2.39974, -3.08220], [-1.00264, 0.66118, -3.58755], [3.92164, 0.52404, -3.49777], [0.10953, 2.28114, -3.12019], [7.43530, 4.39246, -0.69939], [-11.54047, -8.17357, 4.45536], [-7.89825, -7.50171, 1.53649], [7.31876, 13.86633, -0.48898], [-11.92307, -11.47056, 7.24184], [6.16966, 12.06936, -0.63712], [-11.39492, -7.07734, 4.00833], [4.41521, 10.64399, -0.40349], [-10.62891, -10.25906, 7.33254], [-4.24298, -1.57187, -2.96884], [6.35280, 3.59202, -0.90988], [4.33980, 4.05253, -1.14065], [1.19269, -1.65322, -2.77897], [1.25841, -0.92415, -1.43967], [5.20928, 1.12373, -1.92782], [0.23511, -2.15037, -2.92386], [-4.31935, -4.92566, -2.40986], [-0.80432, 1.73531, -1.88433], [1.97575, -2.40618, -2.81008], [4.06775, -1.06111, -2.07128], [3.91222, 6.85954, -0.06370], [1.74081, 0.04626, -1.53158], [-12.22362, -9.89980, 7.99532], [-9.21128, -6.93205, 1.74609], [9.68426, 0.16900, 1.87496], [7.04459, 5.65778, -0.46606], [-12.12958, -9.85939, 5.85272], [11.21905, 2.82520, 1.40027], [2.12345, 2.01327, -4.17461], [-0.67365, -0.52577, -5.35905], [5.63072, 5.77516, -0.74174], [3.75768, 9.72760, -0.02489], [5.52964, 6.05207, -1.79503], [-1.54828, -0.47095, -2.86929], [-8.78936, -5.02968, 0.83066], [-0.11142, 0.15792, -4.72442], [5.51655, 11.10785, 0.22192], [4.41842, 1.55337, -2.53566], [-9.85967, -7.19103, 0.91415], [-9.80559, -4.60415, 2.67498], [-4.40800, -2.68299, -2.55220], [-11.69932, -10.40544, 7.18650], [3.92655, -1.57002, -3.78306], [0.25763, -0.75779, -1.04866], [8.83312, 1.73629, 1.86939], [-0.22106, 1.44054, -2.65936], [-10.35446, -10.63283, 4.86514], [-5.06883, -4.38623, -1.20723], [-9.62807, -7.33618, 2.66430], [0.21613, 0.99536, -5.33567], [9.58818, 1.12875, 2.37478], [8.55967, 4.01189, -0.71433], [5.18831, 4.34196, -0.52648], [5.40573, 7.78531, -0.01977], [9.18493, 0.93080, 3.73473], [-11.40093, -10.41390, 4.64306], [10.65021, 2.60180, 3.75280], [-8.89027, -5.45199, 1.83580], [-5.85332, -6.95438, 2.30222], [-4.30976, -3.79357, -3.30244], [3.63151, 1.89312, -1.86458], [-10.80831, -4.60445, 2.24978], [5.42235, -0.90908, -3.17574], [-2.58658, 0.95072, -4.89363], [-3.28561, -5.17430, -2.16127], [1.46688, -2.27006, -0.02666], [6.14446, 13.64039, 0.82276], [4.99917, 12.53275, -1.48343], [-9.86259, -4.98944, 3.69100], [9.42849, 2.17445, 5.59919]], "mulliken_charge": [0.2618, 0.2381, -0.5512, -0.7869, -0.3414, 0.6493, -1.2985, 0.3004, 0.1671, -0.3421, 0.3751, -0.3197, 0.4063, 0.3341, 0.3840, 0.3141, 0.3491, 0.3102, 0.3093, -1.5274, -1.3906, 0.2537, 0.6393, 0.3896, 0.3067, 0.3384, 0.4780, -1.4145, -0.3077, 0.2762, 0.2096, 0.2349, 0.3228, 0.2862, -0.0669, 0.3643, -0.3861, 0.2641, 0.4159, 0.6053, 0.1174, 0.2184, 0.5720, 0.6618, -0.3618, 0.3828, 0.3815, 0.5118, -0.5471, 0.6724, 0.3509, -0.6821, -0.2541, 0.3124, -0.7306, -0.2941, 0.4534, 0.6301, -0.4526, 0.3126, 0.6135, 0.4333, 0.4171, -0.0101, 0.3539, -0.1557, 0.3148, -0.3326, 0.4912, -1.3071, -0.4952, 0.6426, 0.5212, -0.5380, 0.2508, -0.2925, 0.1282, -1.4179, -0.3531, -1.2362, 0.3712, -1.4092, 0.7206, -1.4443, 0.4907, 0.4066, 0.1421, -0.3660, 0.3057, 0.6793, 0.0361, 0.5552, -0.2857, -0.5506, -0.4085, 0.1981, -0.3394, -0.4545, -0.3568, 0.6059, -0.5688, -0.3250, 0.3533, 0.3756, 0.3784, 0.2764, 0.2785, 0.3518, 0.3548, -0.4973, 0.3150, -0.5233]}

{"formula": "C4H6OS", "method": "the ωB97M-V functional and the def2-TZVPD basis", "e_above_lowest_kj_mol": 354.9, "smiles": "C1OC[C@H]2S[C@H]12", "homo_energy_ev": -9.283, "species": ["C", "C", "H", "H", "H", "H", "H", "O", "C", "H", "S", "C"], "positions_angstrom": [[-0.83140, 0.61785, 0.42254], [0.47393, 1.21062, -0.16709], [1.02621, -1.91926, -0.46428], [-0.66981, 0.43394, 1.48222], [-0.60335, -0.51580, -1.42768], [0.31295, 1.58086, -1.21237], [0.96238, 1.99064, 0.44978], [1.36536, 0.04129, -0.07420], [0.56504, -1.18627, 0.17869], [0.60214, -1.52659, 1.20410], [-2.44269, -0.01462, -0.03445], [-0.76077, -0.71267, -0.35727]], "nbo_charge": [-0.3801, -0.0859, 0.2004, 0.2090, 0.2109, 0.1854, 0.2025, -0.5509, -0.0879, 0.1887, 0.2560, -0.3481]}

{"formula": "C3H7FS", "method": "the ωB97M-V functional and the def2-TZVPD basis", "e_above_lowest_kj_mol": 365.0, "homo_energy_ev": -8.147, "species": ["H", "C", "C", "H", "F", "H", "H", "H", "S", "H", "C", "H"], "positions_angstrom": [[-0.69655, -1.64177, -0.66898], [0.16465, -0.90149, 1.11356], [-0.28592, 0.92191, -1.31665], [-0.39068, 0.77118, -2.35495], [1.50687, 2.06158, 0.43007], [-0.15554, -0.70661, 2.12797], [-1.68506, -0.60774, 0.28588], [0.75246, -1.75400, 1.25946], [1.43478, 1.28680, -1.04686], [0.95611, -0.19393, 0.85322], [-0.78486, -0.89985, -0.03591], [-0.81627, 1.66392, -0.64683]], "nbo_charge": [0.1769, -0.6843, -0.6683, 0.2259, -0.4855, 0.2175, 0.1799, 0.2156, 0.6132, 0.2242, -0.2627, 0.2476]}

Looking at M for the records above, in order, we have 234.2, 96.1, 624.2, 835.7, 102.2, 94.2 g mol⁻¹.